ORCA calculation (the ωB97M-V functional and the def2-TZVPD basis) on the molecule C21H25N3O4S at a distorted geometry.

ORCA input file:
```
! wB97M-V def2-TZVPD RIJCOSX def2/J DEFGRID3
* xyz 0 1
C -5.26 -3.84 0.39
C -4.89 -2.40 0.16
C -4.50 -1.59 1.21
C -4.18 -0.26 1.00
C -4.26 0.26 -0.28
S -3.93 2.00 -0.54
O -3.73 2.24 -1.94
O -4.96 2.74 0.13
N -2.51 2.27 0.32
C -2.56 3.17 1.44
C -1.30 1.73 -0.09
C -1.25 0.80 -1.13
C -0.05 0.26 -1.54
C 1.14 0.60 -0.90
C 2.42 0.03 -1.42
O 2.83 0.30 -2.54
N 3.08 -0.85 -0.62
C 2.77 -1.16 0.75
C 3.82 -0.52 1.69
C 5.06 -0.09 0.88
C 4.78 1.27 0.25
N 5.31 1.52 -0.96
O 4.17 2.13 0.86
C 5.45 -1.21 -0.08
C 4.31 -1.46 -1.09
C 1.11 1.53 0.12
C -0.09 2.09 0.52
C -4.66 -0.53 -1.34
C -4.97 -1.86 -1.12
H -6.34 -3.93 0.49
H -4.95 -4.46 -0.44
H -4.81 -4.21 1.31
H -4.43 -2.00 2.21
H -3.88 0.38 1.81
H -1.99 4.08 1.25
H -2.18 2.69 2.35
H -3.61 3.44 1.58
H -2.15 0.53 -1.65
H -0.03 -0.45 -2.36
H 2.79 -2.25 0.85
H 1.77 -0.80 0.99
H 3.41 0.36 2.17
H 4.11 -1.24 2.46
H 5.89 0.08 1.58
H 5.64 0.79 -1.57
H 5.04 2.39 -1.41
H 6.38 -0.98 -0.60
H 5.62 -2.11 0.51
H 4.14 -2.54 -1.21
H 4.51 -1.04 -2.07
H 2.02 1.86 0.60
H -0.08 2.82 1.32
H -4.72 -0.09 -2.33
H -5.29 -2.48 -1.95
*
```

Summary:
DFT total energy = -1678.677220 Eh
LUMO = 0.55 eV
SMILES string = Cc1ccc(S(=O)(=O)N(C)c2ccc(C(=O)N3CCC(C(N)=O)CC3)cc2)cc1
Kohn-Sham gap = 8.9 eV
Relative energy (zero: lowest compared OMol25 entry of this formula, charge and spin) = 25.69 kcal per mole